{
  "formula": "C22H44Br4NiO10S4",
  "method": "ωB97M-V with the def2-TZVPD basis set",
  "elements": ["Ni", "O", "C", "C", "O", "H", "H", "H", "H", "C", "C", "C", "S", "O", "O", "C", "H", "H", "H", "H", "H", "H", "H", "H", "C", "C", "C", "S", "O", "O", "C", "H", "H", "H", "H", "H", "H", "H", "H", "C", "C", "C", "S", "O", "O", "C", "H", "H", "H", "H", "H", "H", "H", "H", "C", "C", "C", "S", "O", "O", "C", "H", "H", "H", "H", "H", "H", "H", "H", "Br", "C", "C", "Br", "H", "H", "H", "H", "Br", "C", "C", "Br", "H", "H", "H", "H"],
  "xyz": [[-0.0570, 2.2343, 1.4589], [-2.8263, -0.3476, 1.0814], [-2.7253, -1.7085, 0.7677], [-1.2165, -2.3279, 0.9577], [-0.1481, -1.5079, 0.5755], [-3.1458, -1.8014, -0.2336], [-3.3695, -2.3179, 1.4016], [-1.2230, -3.2743, 0.4168], [-1.0537, -2.7851, 1.9337], [-2.7471, 2.3665, -6.3396], [-1.9345, 1.1860, -5.9938], [-0.4689, 1.6192, -5.6916], [-0.5092, 3.3016, -4.9791], [0.3611, 4.1459, -5.8690], [-0.2448, 3.1365, -3.5332], [-2.3537, 3.4808, -5.3766], [-3.7812, 2.0228, -6.3174], [-2.5506, 2.6897, -7.3618], [-2.0303, 0.4558, -6.7974], [-2.3812, 0.6516, -5.1553], [0.1726, 1.4951, -6.5641], [-0.0284, 0.9219, -4.9790], [-2.5038, 4.5377, -5.5969], [-2.9619, 3.3927, -4.4763], [0.4761, -2.9954, 8.1702], [1.3699, -2.3412, 9.1284], [1.6485, -0.9502, 8.7090], [0.1126, -0.3869, 7.9158], [0.3778, 0.0624, 6.6102], [-0.5833, 0.4222, 8.8956], [-0.6298, -2.0806, 7.9127], [-0.0261, -3.8763, 8.5699], [0.8884, -3.3319, 7.2189], [2.2497, -2.9752, 9.0186], [1.0840, -2.2869, 10.1789], [2.4542, -0.9433, 7.9748], [1.9089, -0.1085, 9.3507], [-1.2196, -2.1405, 6.9980], [-1.2304, -2.2165, 8.8121], [-9.2063, 3.5260, -1.5535], [-10.0548, 2.7690, -0.6176], [-10.3217, 1.4001, -1.3101], [-10.5435, 1.8265, -3.0263], [-11.9536, 2.1485, -3.1587], [-9.8515, 0.9265, -3.9560], [-9.8196, 3.5992, -2.9564], [-8.2494, 3.0225, -1.6912], [-8.9223, 4.5118, -1.1854], [-10.7690, 3.4520, -0.1577], [-9.4395, 2.5428, 0.2533], [-11.1902, 0.9863, -0.7976], [-9.4598, 0.7468, -1.4455], [-10.5072, 4.4281, -3.1246], [-9.2059, 3.8690, -3.8159], [7.2567, 3.3734, -2.2066], [6.9427, 4.8005, -1.7305], [7.0731, 4.8830, -0.1390], [6.4407, 3.2722, 0.3482], [5.0954, 3.5842, 0.6816], [7.4441, 2.7678, 1.2039], [6.5426, 2.3838, -1.3098], [8.3453, 3.3641, -2.2618], [6.8840, 3.2359, -3.2217], [5.8806, 4.9697, -1.9077], [7.4646, 5.4918, -2.3922], [6.5031, 5.6696, 0.3554], [8.1413, 4.9080, 0.0766], [5.5596, 2.1124, -1.6948], [7.1568, 1.5041, -1.1175], [9.3463, -4.9610, 3.6700], [7.6679, -4.3422, 2.7111], [6.4998, -4.3390, 3.6945], [6.0957, -6.2207, 4.3559], [7.4044, -5.1339, 2.0097], [7.8429, -3.3145, 2.3928], [5.7128, -3.8170, 3.1501], [6.8130, -3.8009, 4.5891], [1.3594, -7.5171, -5.9262], [1.7236, -6.8069, -4.0722], [3.1412, -7.1447, -3.6248], [4.4329, -5.7015, -4.1787], [1.1873, -7.4096, -3.3392], [1.6879, -5.7206, -3.9894], [3.4512, -8.1683, -3.8351], [3.2435, -7.0965, -2.5407]],
  "lumo_energy_ev": [-0.95, -1.73],
  "de_lowest_kcal_mol": 276.22,
  "s_squared": 2.37,
  "energy_ha": -15013.60581,
  "multiplicity": 3
}

=====

{
  "formula": "C22H44Cl2NO2PTi",
  "method": "ωB97M-V with the def2-TZVPD basis set",
  "elements": ["C", "C", "C", "C", "C", "C", "C", "C", "C", "C", "Ti", "Cl", "Cl", "O", "H", "H", "H", "H", "H", "H", "H", "H", "H", "H", "H", "H", "H", "H", "H", "H", "O", "H", "C", "C", "C", "C", "P", "N", "C", "C", "C", "C", "C", "C", "C", "C", "H", "H", "H", "H", "H", "H", "H", "H", "H", "H", "H", "H", "H", "H", "H", "H", "H", "H", "H", "H", "H", "H", "H", "H", "H", "H", "H"],
  "xyz": [[0.4557, -1.6350, -4.1090], [1.3023, -0.4994, -4.3057], [0.4764, 0.6610, -4.3573], [2.7769, -0.4852, -4.3138], [-0.8810, 0.2386, -4.2760], [-0.8950, -1.1775, -4.0969], [-2.0904, -2.0018, -3.8067], [0.8877, -3.0266, -3.8450], [0.9492, 2.0618, -4.2862], [-2.0547, 1.1338, -4.2093], [-0.2733, -0.8808, -0.7648], [4.1524, 1.1583, -1.0087], [1.8814, -1.3897, -1.2730], [-1.5218, 0.2617, -1.5679], [3.1827, -1.4530, -4.0173], [3.1943, 0.2538, -3.6159], [3.1500, -0.2582, -5.3184], [1.8701, 2.1425, -3.6948], [0.2077, 2.7158, -3.8139], [1.1557, 2.4750, -5.2800], [-1.8487, 2.0541, -3.6512], [-2.9013, 0.6530, -3.7132], [-2.3761, 1.4332, -5.2127], [-2.8324, -1.4600, -3.2060], [-1.8465, -2.9062, -3.2389], [-2.5723, -2.3184, -4.7413], [1.8220, -3.0607, -3.2740], [1.0326, -3.5731, -4.7855], [0.1593, -3.5765, -3.2370], [-1.4003, 1.2134, -1.3733], [-1.1582, -2.4764, -0.4923], [-1.8623, -3.1028, -0.7602], [1.8801, 2.2827, 1.5097], [0.6160, 2.0884, 2.3664], [0.8907, 2.4502, 3.8313], [-0.4198, 3.0499, 1.7597], [0.0034, 0.3216, 2.2844], [0.0526, 0.0537, 0.7115], [1.0866, -1.0265, 2.9681], [0.7817, -1.1468, 4.4706], [0.8586, -2.3634, 2.2275], [2.5455, -0.6311, 2.6782], [-1.8596, 0.1246, 2.6295], [-2.6796, 0.8045, 1.5310], [-2.1940, -1.3604, 2.5508], [-2.1719, 0.7025, 4.0126], [2.1607, 3.3481, 1.4883], [1.6844, 1.9629, 0.4809], [2.7431, 1.7176, 1.8623], [1.2016, 3.5054, 3.8732], [0.0074, 2.3309, 4.4745], [1.7083, 1.8548, 4.2541], [-0.6284, 2.7573, 0.7274], [-1.3525, 3.1250, 2.3264], [0.0061, 4.0634, 1.6997], [-0.2253, -1.5477, 4.6658], [1.5035, -1.8621, 4.8902], [0.9000, -0.1936, 5.0141], [1.2100, -2.2511, 1.1900], [1.4884, -3.1188, 2.7223], [-0.1818, -2.7026, 2.2382], [2.6791, -0.5128, 1.5906], [2.8763, 0.2672, 3.2180], [3.1903, -1.4699, 2.9785], [-2.5040, 0.3188, 0.5661], [-3.7444, 0.7169, 1.7743], [-2.4682, 1.8625, 1.4122], [-1.7216, -1.9519, 3.3343], [-3.2780, -1.4756, 2.6637], [-1.9418, -1.7810, 1.5694], [-1.5354, 0.2776, 4.8009], [-2.0995, 1.7977, 4.0526], [-3.2108, 0.4366, 4.2470]],
  "lumo_energy_ev": 3.91,
  "de_lowest_kcal_mol": 0.00,
  "energy_ha": -3181.23571,
  "total_charge": -2
}

=====

{
  "formula": "C22H44Cl8F6O18P",
  "method": "ωB97M-V with the def2-TZVPD basis set",
  "elements": ["P", "F", "F", "F", "F", "F", "F", "C", "O", "C", "O", "O", "C", "H", "H", "H", "H", "H", "H", "C", "O", "C", "O", "O", "C", "H", "H", "H", "H", "H", "H", "C", "O", "C", "O", "O", "C", "H", "H", "H", "H", "H", "H", "C", "O", "C", "O", "O", "C", "H", "H", "H", "H", "H", "H", "C", "O", "C", "O", "O", "C", "H", "H", "H", "H", "H", "H", "C", "O", "C", "O", "O", "C", "H", "H", "H", "H", "H", "H", "C", "Cl", "Cl", "H", "H", "C", "Cl", "Cl", "H", "H", "C", "Cl", "Cl", "H", "H", "C", "Cl", "Cl", "H", "H"],
  "xyz": [[-0.1617, 0.0025, -0.1787], [-1.1403, -0.7777, -1.1969], [-0.1546, -1.1724, 0.9733], [1.1249, -0.7071, -0.9712], [0.7874, 0.9320, 0.7575], [-0.0944, 1.1253, -1.2837], [-1.3858, 0.8601, 0.5254], [-1.2670, -4.5883, -0.0532], [-1.9544, -4.4996, -1.3398], [-3.0484, -5.2693, -1.6020], [-3.5174, -6.0930, -0.8295], [-3.4515, -5.1243, -2.9135], [-4.5760, -5.8584, -3.3741], [-0.6716, -3.6831, 0.0661], [-0.5499, -5.3929, 0.1094], [-1.9617, -4.4627, 0.7773], [-5.5125, -5.3133, -3.2556], [-4.5749, -6.8918, -3.0274], [-4.4657, -6.0967, -4.4320], [1.8701, 5.1396, 3.5672], [3.1847, 4.8294, 3.1031], [3.7105, 3.5676, 3.0601], [4.8963, 3.2905, 2.7584], [2.8219, 2.7086, 3.5305], [3.0174, 1.3052, 3.2870], [1.5993, 4.5992, 4.4742], [0.9820, 4.9079, 2.9793], [1.8713, 6.2109, 3.7680], [2.8598, 1.1789, 2.2158], [2.3382, 0.7298, 3.9160], [4.0661, 1.0156, 3.3540], [-7.7502, -3.5252, 2.4546], [-6.3648, -3.5756, 2.0776], [-5.7800, -2.6000, 1.3485], [-6.3395, -1.5938, 0.9506], [-4.5265, -2.9697, 1.2011], [-3.6201, -1.9944, 0.6391], [-7.9577, -2.4653, 2.6022], [-7.8959, -4.1244, 3.3533], [-8.4325, -3.9361, 1.7105], [-2.8071, -1.8546, 1.3516], [-4.1110, -1.0653, 0.3493], [-3.2305, -2.3882, -0.2996], [4.6693, -0.0014, -0.4842], [5.6543, -0.6561, 0.3322], [6.3677, 0.0760, 1.2312], [6.1911, 1.2691, 1.4933], [7.1975, -0.6917, 1.8108], [7.9036, -0.2143, 2.9348], [5.1105, 0.8524, -0.9985], [3.7475, 0.2484, 0.0411], [4.3827, -0.7328, -1.2398], [8.3981, -1.0663, 3.4014], [7.1534, 0.2981, 3.5371], [8.7669, 0.3712, 2.6185], [6.8256, 4.7529, -2.3864], [5.4347, 4.4510, -2.2073], [4.9234, 4.1022, -1.0284], [5.5979, 3.8329, -0.0108], [3.6542, 3.6233, -1.2345], [2.7751, 3.2096, -0.1801], [7.2626, 5.3539, -1.5890], [6.7984, 5.3486, -3.2988], [7.5269, 3.9412, -2.5799], [3.3017, 2.5053, 0.4639], [1.8335, 2.7812, -0.5236], [2.4786, 4.0390, 0.4620], [-3.5942, 0.7608, -2.3300], [-4.6909, 1.5891, -2.8260], [-5.9452, 1.4274, -2.3443], [-6.2003, 0.6285, -1.3624], [-6.8854, 1.8895, -3.1694], [-6.6544, 2.5210, -4.4317], [-2.6767, 1.2976, -2.5710], [-3.6101, -0.2489, -2.7405], [-3.6200, 0.5921, -1.2535], [-6.0872, 2.0511, -5.2352], [-6.0661, 3.4066, -4.1915], [-7.6288, 2.7635, -4.8556], [1.9815, 0.7740, -3.9930], [1.6708, 1.1300, -5.7344], [3.7055, 0.7698, -3.4317], [1.3114, 1.4796, -3.5019], [1.6394, -0.2212, -3.7090], [-0.2783, -2.5610, -3.6827], [-1.9158, -1.8785, -4.0275], [0.7551, -2.5221, -5.0700], [0.2217, -1.9560, -2.9263], [-0.4160, -3.6002, -3.3842], [-1.5195, 1.7443, 3.3693], [-2.9331, 0.8021, 3.7716], [-0.5916, 2.2810, 4.7387], [-0.8167, 1.1654, 2.7702], [-1.8678, 2.6618, 2.8950], [0.0623, -2.0646, 4.4337], [1.2610, -1.9236, 5.6696], [0.2693, -3.5073, 3.4795], [-0.9526, -2.0726, 4.8314], [0.2916, -1.2523, 3.7440]],
  "lumo_energy_ev": 2.27,
  "de_lowest_kcal_mol": 0.00,
  "energy_ha": -6841.31643,
  "total_charge": -1
}